Record 1
C5H7NaO3 | ωB97M-V with the def2-TZVPD basis set

Element x y z (Å)
H: 1.632 3.256 1.184
C: -0.493 0.190 0.475
C: -1.296 -2.726 -0.412
O: 0.498 0.896 0.950
O: -1.141 -0.539 1.300
C: 1.531 1.356 0.047
O: -0.459 -0.166 -0.764
H: -3.022 -1.897 0.806
C: -2.038 -2.048 0.380
C: 2.225 2.496 0.674
H: -1.474 -3.567 -1.073
H: 2.199 0.515 -0.187
H: 1.048 1.643 -0.906
H: 3.183 2.813 0.264
H: -0.133 -1.636 -0.584
Na: -2.261 -0.586 -2.154

Properties
Lowest unoccupied orbital energy (spin up / spin down) in Ha: -0.1660 / -0.1660
Molar mass in g/mol: 138.10
Max |F| in eV Å⁻¹: 4.266
Charge: +1
Spin multiplicity: 2



Record 2
C5H7O3P | ωB97M-V with the def2-TZVPD basis set

Element x y z (Å)
C: 2.199 0.999 -0.893
P: 0.522 -0.571 0.150
H: 2.961 1.627 -0.329
O: -3.284 -0.341 -0.238
O: 0.998 0.928 -0.187
H: 2.044 1.593 -1.829
H: 0.194 0.225 2.461
H: -1.066 -1.882 -1.086
H: -1.148 -0.055 -1.705
H: 2.580 0.074 -1.058
H: -2.371 0.317 2.179
O: 1.526 -1.623 0.251
C: -0.337 -0.048 1.594
C: -0.979 -0.823 -0.855
C: -2.159 -0.400 0.122
C: -1.680 -0.020 1.423

Properties
Lowest unoccupied orbital energy in Ha: -0.0092
Molar mass in g/mol: 146.08
Max |F| in eV Å⁻¹: 5.017



Record 3
C5H7O4P | ωB97M-V with the def2-TZVPD basis set

Element x y z (Å)
H: -0.503 2.250 0.472
C: -2.020 0.779 -0.135
C: 0.169 -1.959 0.293
H: -3.007 1.404 -0.284
H: -0.367 -2.842 0.460
O: 2.874 -1.079 -0.985
O: 2.689 -0.402 1.381
H: 2.780 0.148 2.076
C: -1.843 -0.497 0.128
H: -2.740 -1.255 0.390
O: 0.297 0.469 -0.029
H: -0.895 1.872 -2.269
P: 2.784 0.158 -0.192
C: -0.409 -0.799 0.097
H: 1.326 -1.995 0.280
C: -0.681 1.514 -0.277
O: -0.454 2.233 -1.406

Properties
Lowest unoccupied orbital energy in Ha: 0.0200
Molar mass in g/mol: 162.08
Max |F| in eV Å⁻¹: 5.390



Record 4
C5H7P | ωB97M-V with the def2-TZVPD basis set

Element x y z (Å)
P: -2.253 1.004 0.055
H: 1.106 -1.390 0.467
C: -2.146 -0.704 -0.039
C: 0.276 -0.813 0.078
H: -3.082 -1.243 -0.144
C: 0.498 0.486 -0.267
H: 2.588 0.896 -0.423
H: -0.187 0.961 -0.969
C: -0.976 -1.442 0.029
H: 1.912 1.178 1.180
C: 1.710 1.268 0.112
H: 1.583 2.319 -0.136
H: -1.028 -2.521 0.058

Properties
Lowest unoccupied orbital energy (spin up / spin down) in Ha: -0.0364 / -0.0234
Molar mass in g/mol: 98.08
Max |F| in eV Å⁻¹: 0.760